[1]
A single C5H8 molecule, computed with ωB97M-V with the def2-TZVPD basis set.

Structure (XYZ):
```
13
Properties=species:S:1:pos:R:3:forces:R:3:mulliken_charge:R:1
C 2.844 0.341 -0.217 -0.370 -0.230 0.131 0.147
C 1.782 -0.083 0.161 0.399 0.197 -0.115 -0.509
C 0.469 -0.539 0.623 -0.028 0.019 0.049 -0.614
C -0.667 0.471 0.326 -0.056 0.129 -0.031 -0.367
C -1.702 -0.084 -0.650 -0.035 -0.027 -0.048 -1.234
H 3.797 0.688 -0.549 -0.154 -0.030 0.044 0.398
H 0.523 -0.752 1.694 0.062 0.068 -0.016 0.279
H 0.238 -1.497 0.152 0.029 -0.016 -0.068 0.290
H -0.227 1.381 -0.091 -0.066 -0.071 0.073 0.344
H -1.160 0.764 1.260 0.091 -0.075 -0.125 0.266
H -1.227 -0.356 -1.600 -0.069 0.023 0.114 0.327
H -2.182 -0.983 -0.245 0.063 0.128 -0.064 0.332
H -2.487 0.649 -0.865 0.134 -0.116 0.056 0.340
```
Positions in Å, forces in eV/Å.

Properties
Calculated total energy   -195.24128 hartree
E_LUMO   0.042 hartree
Maximum force   0.5 eV/A
Total charge   0
Relative energy (zero: lowest compared OMol25 entry of this formula, charge and spin)   31.8 kcal/mol
HOMO energy   -9.90 eV

=====

[2]
2 unconnected molecules or ions with the total composition C2H8N2O2 in a non-equilibrium geometry, computed with ωB97M-V with the def2-TZVPD basis set.

Structure (XYZ):
```
14
Properties=species:S:1:pos:R:3:forces:R:3:mulliken_charge:R:1
N -0.120 0.791 1.165 1.380 0.655 0.986 -0.532
C -0.280 0.976 -0.223 -0.787 0.093 -0.112 -0.641
N 0.422 0.076 -1.162 -0.562 0.178 0.661 -0.075
C 1.760 -0.013 -1.073 0.826 0.141 0.139 -0.008
O 2.394 0.533 -0.189 -0.011 0.297 0.139 -0.555
H -0.428 -0.059 1.605 -0.463 -0.231 -0.465 0.284
H 0.848 0.946 1.423 -0.136 0.045 0.037 0.266
H -0.005 1.995 -0.509 0.090 -0.036 0.282 0.301
H -1.353 0.886 -0.383 -0.044 -0.137 -0.648 0.380
H -0.176 -0.389 -1.812 0.426 -0.385 -0.564 0.214
H 2.352 -0.555 -1.819 -0.654 -0.429 -0.437 0.396
O -1.800 -1.693 1.376 0.156 -0.182 -0.030 -0.678
H -1.108 -2.077 0.819 -0.265 0.048 0.043 0.331
H -2.505 -1.416 0.782 0.042 -0.057 -0.033 0.317
```
Positions in Å, forces in eV/Å.

Properties
Calculated total energy   -340.99191 hartree
E_LUMO   0.016 hartree
Maximum force   1.8 eV/A
Total charge   0
Relative energy (zero: lowest compared OMol25 entry of this formula, charge and spin)   24.2 kcal/mol
HOMO energy   -9.17 eV

=====

[3]
A molecular structure, C42H39B2F9N11O5S2Ti in a non-equilibrium geometry, computed with ωB97M-V with the def2-TZVPD basis set.

Structure (XYZ):
```
111
Properties=species:S:1:pos:R:3:forces:R:3:lowdin_spin:R:1
Ti -1.391 -0.058 0.040 0.832 1.326 -1.532 0.693
C -1.847 -2.541 3.487 0.036 -0.066 -0.147 0.013
C -1.546 -1.492 2.479 -0.196 -0.580 -0.257 0.091
N -1.691 -1.632 1.195 -0.430 -0.873 1.171 -0.013
O -2.012 -2.844 0.674 -0.108 -0.157 0.236 -0.009
B -3.332 -2.824 -0.053 -0.159 0.249 0.263 -0.001
F -4.301 -2.414 0.860 -0.067 -0.068 -0.044 0.000
F -3.562 -4.022 -0.624 0.230 -0.013 -0.145 0.000
O -3.255 -1.754 -1.172 -0.265 -0.047 0.004 -0.002
N -3.201 -0.538 -0.555 -1.904 -0.268 -0.039 -0.012
C -4.283 0.112 -0.296 0.127 -0.616 -0.436 0.035
C -5.618 -0.313 -0.786 0.021 -0.142 0.002 0.006
C -4.060 1.228 0.625 0.184 0.394 0.324 0.020
N -2.819 1.379 0.947 -0.450 0.197 -0.134 0.006
O -2.577 2.248 1.948 -0.055 -0.110 0.121 -0.001
B -1.206 2.823 2.030 0.076 0.176 -0.222 0.001
F -1.031 3.788 1.057 0.007 -0.017 -0.053 0.009
F -1.024 3.289 3.296 -0.057 -0.066 0.073 0.000
O -0.174 1.725 1.701 -0.252 -0.140 0.160 -0.003
N -0.658 0.451 1.740 0.515 -0.051 2.067 0.002
C -1.010 -0.178 2.819 0.454 0.473 -0.062 0.084
C -0.881 0.346 4.201 0.090 0.051 -0.056 0.012
C -5.182 2.000 1.224 0.074 0.047 0.008 0.003
H -2.356 -3.370 3.003 -0.021 0.002 0.039 0.000
H -2.475 -2.136 4.280 0.006 0.017 0.016 0.004
H -0.922 -2.912 3.936 0.027 0.035 0.014 0.005
H -6.048 -1.027 -0.080 -0.018 0.043 0.036 0.002
H -5.497 -0.842 -1.729 -0.040 0.029 -0.012 0.001
H -6.301 0.526 -0.900 0.049 0.062 0.002 0.000
H -1.836 0.765 4.528 -0.016 -0.025 0.001 0.005
H -0.151 1.153 4.232 -0.024 0.011 -0.006 0.001
H -0.594 -0.447 4.890 -0.037 -0.042 -0.010 0.002
H -5.859 2.367 0.453 -0.011 -0.058 -0.038 0.001
H -4.792 2.842 1.788 -0.033 -0.023 0.013 0.000
H -5.754 1.358 1.897 -0.045 0.010 -0.002 0.001
N 1.971 0.101 0.126 -0.090 -0.096 -0.166 0.027
C 1.523 -0.894 -0.658 -0.109 -0.052 -0.007 0.010
C 2.471 -1.702 -1.320 0.056 -0.073 -0.068 0.000
C 2.060 -2.721 -2.131 -0.029 0.142 0.159 0.010
C 0.688 -2.960 -2.264 -0.088 -0.011 -0.050 0.002
C -0.186 -2.150 -1.593 0.245 -0.421 -0.161 0.006
N 0.190 -1.111 -0.803 1.382 -0.296 -0.384 0.002
H 2.960 0.239 0.221 -0.014 0.029 0.043 0.001
H 1.353 0.722 0.616 0.057 0.078 0.131 0.006
H 3.521 -1.493 -1.167 0.014 0.006 -0.001 0.000
H 2.781 -3.335 -2.652 0.027 -0.008 0.016 0.001
H 0.319 -3.768 -2.878 -0.078 0.012 0.026 0.000
H -1.245 -2.346 -1.672 -0.038 0.137 0.014 0.000
F 3.171 4.012 -6.190 0.069 -0.003 -0.082 0.032
C 2.745 3.751 -4.973 -0.071 0.023 0.230 0.091
C 2.790 4.736 -3.993 -0.012 0.088 0.095 -0.013
F 3.292 5.929 -4.281 -0.011 0.049 -0.074 -0.011
C 2.306 4.470 -2.727 0.025 -0.087 -0.042 0.073
F 2.336 5.425 -1.818 0.060 0.115 -0.058 0.021
C 1.775 3.211 -2.388 -0.129 -0.111 0.382 0.062
S 1.127 2.909 -0.829 0.267 0.447 -0.461 0.611
C 1.789 2.230 -3.393 -0.020 0.129 -0.020 0.068
F 1.352 1.006 -3.111 -0.020 -0.132 -0.113 0.019
C 2.248 2.490 -4.664 -0.071 -0.181 0.008 -0.010
F 2.216 1.543 -5.599 0.039 -0.003 -0.047 -0.010
S -3.689 2.807 -5.370 -0.124 0.236 -0.009 0.002
C -2.793 2.220 -3.983 0.058 -0.130 0.213 0.005
C -2.698 2.880 -2.757 -0.001 -0.018 -0.071 0.001
C -2.015 2.289 -1.719 0.049 0.099 -0.122 0.016
N -1.477 1.054 -1.787 -0.301 0.585 -0.797 0.004
C -1.517 0.455 -2.988 0.235 0.049 -0.061 0.003
C -2.109 1.008 -4.101 -0.117 0.152 -0.111 0.002
C -4.945 3.809 -4.571 0.278 -0.244 -0.071 0.000
C -4.694 5.105 -4.147 -0.115 0.056 -0.059 0.000
C -5.714 5.772 -3.478 0.120 -0.041 -0.064 0.000
N -6.908 5.238 -3.255 -0.225 0.129 0.133 0.000
C -7.150 4.014 -3.707 0.119 -0.079 -0.062 0.000
C -6.197 3.249 -4.368 -0.040 0.080 0.035 0.000
H -3.147 3.849 -2.605 0.022 0.044 0.038 0.000
H -1.876 2.838 -0.797 -0.057 -0.038 0.051 0.006
H -1.039 -0.510 -3.075 -0.033 -0.020 0.050 0.000
H -2.077 0.485 -5.047 -0.060 -0.111 0.041 0.000
H -3.745 5.585 -4.339 0.028 -0.008 0.037 0.000
H -5.565 6.777 -3.101 0.041 0.009 -0.041 0.000
H -8.145 3.624 -3.526 0.002 -0.021 -0.020 0.000
H -6.422 2.253 -4.722 -0.013 -0.026 0.036 0.000
C 7.009 -2.747 -0.547 0.040 -0.066 0.087 0.000
C 6.567 -2.760 0.889 -0.043 -0.019 -0.005 0.000
C 5.874 -1.698 1.455 0.022 -0.098 -0.022 0.000
C 5.492 -1.707 2.788 0.105 -0.013 0.155 0.000
C 5.788 -2.804 3.592 0.048 0.130 -0.282 0.000
N 5.444 -2.875 4.957 -0.032 -0.110 0.039 0.000
C 4.516 -2.152 5.675 0.067 -0.078 0.006 0.000
O 4.647 -1.925 6.856 0.007 0.017 -0.036 0.000
N 3.403 -1.693 4.978 0.047 0.198 -0.044 0.000
C 2.738 -2.287 3.903 -0.110 -0.188 -0.101 0.000
C 2.823 -3.648 3.612 -0.131 0.022 0.061 0.001
C 2.104 -4.149 2.543 0.082 0.039 -0.019 0.000
C 1.320 -3.286 1.791 -0.065 -0.010 -0.002 0.000
N 1.226 -1.987 2.063 0.021 -0.198 0.166 0.003
C 1.918 -1.508 3.090 0.125 -0.062 0.028 0.002
C 6.500 -3.868 3.037 -0.143 0.019 0.108 0.000
C 6.878 -3.843 1.709 -0.011 0.102 -0.044 0.000
H 6.656 -1.859 -1.070 -0.002 0.003 -0.019 0.000
H 6.644 -3.633 -1.070 -0.003 0.031 -0.061 0.000
H 8.099 -2.764 -0.602 -0.003 0.028 -0.087 0.000
H 5.650 -0.825 0.852 0.023 0.017 -0.013 0.000
H 5.002 -0.842 3.211 -0.049 0.005 0.016 0.000
H 6.104 -3.359 5.545 -0.013 0.114 0.130 0.000
H 2.926 -0.949 5.462 -0.012 -0.059 0.088 0.000
H 3.414 -4.305 4.234 0.055 0.016 -0.016 0.000
H 2.148 -5.202 2.302 -0.022 -0.011 -0.013 0.000
H 0.720 -3.643 0.959 0.050 -0.040 -0.030 0.000
H 1.820 -0.440 3.280 0.076 0.024 0.032 0.000
H 6.758 -4.714 3.663 -0.017 -0.038 -0.022 0.000
H 7.428 -4.679 1.294 0.020 -0.021 0.029 0.000
```
Positions in Å, forces in eV/Å.

Properties
Calculated total energy   -5196.84148 hartree
E_LUMO (alpha / beta)   -0.136 / -0.177 hartree
<S²>   2.0368
Maximum force   2.2 eV/A
Spin multiplicity   3
Total charge   +1
Relative energy (zero: lowest compared OMol25 entry of this formula, charge and spin)   20.3 kcal/mol
HOMO energy (alpha / beta)   -10.48 / -10.48 eV